DFT (the ωB97M-V functional and the def2-TZVPD basis) results for a cluster of 19 separate species, C57H76O57 in total at a distorted geometry.

```
190
Properties=species:S:1:pos:R:3:lowdin_charge:R:1
C 20.056 18.175 13.850 -0.045
C 20.046 17.062 14.889 -0.091
O 21.194 16.232 14.571 0.026
C 21.737 16.727 13.367 -0.553
O 22.588 16.140 12.787 0.178
O 21.202 17.870 12.972 0.079
H 20.321 19.135 14.245 0.109
H 19.127 18.221 13.275 0.108
H 19.174 16.464 14.762 0.091
H 20.166 17.323 15.939 0.125
C 21.155 19.011 20.005 -0.150
C 22.456 18.326 20.024 -0.087
O 22.090 16.927 20.019 0.066
C 20.784 16.857 20.360 -0.542
O 20.239 15.843 20.639 0.158
O 20.260 18.096 20.584 0.052
H 20.806 19.278 19.008 0.114
H 21.211 19.919 20.607 0.135
H 22.977 18.445 20.952 0.134
H 23.022 18.558 19.099 0.140
C 18.440 18.984 22.947 -0.113
C 19.270 17.932 23.619 -0.141
O 20.522 18.511 23.802 0.069
C 20.599 19.759 23.246 -0.545
O 21.572 20.429 23.137 0.154
O 19.350 20.092 22.791 0.043
H 17.591 19.319 23.546 0.137
H 18.101 18.655 21.971 0.081
H 19.389 17.085 22.958 0.105
H 18.874 17.549 24.546 0.136
C 18.044 18.210 9.529 -0.124
C 16.849 19.007 9.847 -0.149
O 16.259 18.313 10.925 0.057
C 17.195 17.502 11.537 -0.521
O 17.064 16.871 12.493 0.203
O 18.356 17.517 10.751 0.043
H 18.842 18.900 9.273 0.139
H 17.859 17.415 8.832 0.132
H 16.166 19.038 8.987 0.145
H 17.069 20.001 10.222 0.135
C 21.677 12.856 13.968 -0.081
C 22.147 13.190 15.330 -0.134
O 23.491 13.724 15.187 0.038
C 23.898 13.398 13.909 -0.560
O 25.024 13.558 13.538 0.137
O 22.933 12.796 13.151 0.048
H 20.957 13.525 13.471 0.123
H 21.364 11.821 13.919 0.123
H 22.266 12.339 16.021 0.126
H 21.524 13.989 15.741 0.118
C 17.552 13.131 22.348 -0.115
C 18.850 13.271 22.994 -0.099
O 18.573 13.993 24.210 0.089
C 17.284 13.867 24.462 -0.633
O 16.770 14.214 25.474 0.155
O 16.624 13.333 23.435 0.068
H 17.284 12.147 21.937 0.140
H 17.270 13.858 21.628 0.088
H 19.594 13.824 22.419 0.123
H 19.302 12.350 23.349 0.139
C 16.504 21.067 18.788 -0.099
C 17.198 20.746 20.035 -0.205
O 18.152 19.797 19.743 0.022
C 17.811 19.218 18.457 -0.466
O 18.308 18.297 17.953 0.183
O 16.684 19.859 18.006 0.048
H 16.984 21.933 18.361 0.131
H 15.423 21.214 18.959 0.149
H 16.577 20.258 20.779 0.125
H 17.636 21.624 20.502 0.145
C 15.055 14.359 13.510 -0.114
C 15.463 13.323 12.529 -0.073
O 16.946 13.353 12.553 0.070
C 17.260 13.991 13.722 -0.602
O 18.337 14.136 14.097 0.186
O 16.151 14.335 14.438 0.043
H 14.134 14.227 14.059 0.122
H 15.126 15.344 13.039 0.122
H 15.165 13.647 11.534 0.137
H 15.174 12.327 12.826 0.113
C 23.347 21.640 14.934 -0.100
C 24.007 21.214 16.258 -0.076
O 22.915 20.500 16.893 0.040
C 21.746 20.915 16.345 -0.590
O 20.689 20.615 16.762 0.166
O 21.949 21.680 15.247 0.056
H 23.447 20.964 14.072 0.137
H 23.620 22.628 14.574 0.128
H 24.271 22.053 16.897 0.129
H 24.859 20.531 16.243 0.136
C 18.074 14.028 18.147 -0.104
C 17.653 15.094 17.240 -0.058
O 16.205 15.014 17.461 0.033
C 15.891 13.713 17.675 -0.518
O 14.822 13.225 17.671 0.166
O 17.069 12.991 17.964 0.033
H 17.952 14.201 19.210 0.130
H 19.019 13.564 17.853 0.110
H 17.677 14.963 16.197 0.090
H 17.945 16.098 17.579 0.122
C 11.334 14.731 17.401 -0.127
C 10.115 15.370 16.814 -0.121
O 10.175 16.748 17.134 0.062
C 11.008 16.895 18.196 -0.567
O 11.187 17.898 18.736 0.192
O 11.665 15.690 18.395 0.023
H 12.126 14.668 16.689 0.083
H 11.137 13.800 17.916 0.113
H 9.157 15.017 17.203 0.136
H 10.100 15.395 15.726 0.129
C 14.537 17.721 16.670 -0.142
C 14.972 18.118 15.283 -0.090
O 14.000 17.511 14.412 0.057
C 13.202 16.672 15.161 -0.557
O 12.426 15.967 14.688 0.204
O 13.553 16.758 16.469 0.062
H 14.047 18.553 17.142 0.129
H 15.297 17.268 17.280 0.109
H 15.968 17.874 14.912 0.124
H 14.861 19.199 15.193 0.130
C 18.918 8.495 17.718 -0.077
C 17.863 8.962 16.754 -0.102
O 18.435 10.225 16.254 0.018
C 19.288 10.673 17.303 -0.490
O 19.837 11.731 17.330 0.134
O 19.512 9.731 18.261 0.054
H 19.723 7.903 17.324 0.133
H 18.423 7.996 18.561 0.138
H 16.903 9.267 17.200 0.117
H 17.673 8.435 15.826 0.135
C 9.949 9.811 18.616 -0.121
C 9.538 10.548 17.352 -0.079
O 9.944 9.634 16.311 0.063
C 10.983 8.919 16.833 -0.573
O 11.641 8.150 16.229 0.153
O 11.025 9.015 18.198 0.042
H 9.243 9.078 18.975 0.138
H 10.304 10.540 19.335 0.115
H 10.110 11.468 17.176 0.127
H 8.458 10.583 17.307 0.134
C 22.057 11.267 19.521 -0.119
C 21.320 12.530 19.776 -0.123
O 21.734 12.884 21.148 0.010
C 23.002 12.252 21.371 -0.546
O 23.696 12.516 22.254 0.199
O 23.208 11.346 20.382 0.046
H 22.505 11.085 18.542 0.123
H 21.511 10.405 19.810 0.112
H 20.283 12.307 19.766 0.095
H 21.472 13.437 19.175 0.129
C 24.786 14.574 19.294 -0.135
C 26.260 14.230 19.163 -0.094
O 26.273 12.899 18.647 0.078
C 24.996 12.578 18.325 -0.591
O 24.703 11.623 17.793 0.217
O 24.075 13.542 18.694 0.034
H 24.387 15.498 18.860 0.133
H 24.451 14.536 20.330 0.126
H 26.753 14.091 20.135 0.137
H 26.861 14.872 18.531 0.127
C 13.732 12.108 21.006 -0.060
C 13.002 11.658 19.734 -0.092
O 11.759 12.390 19.733 0.022
C 11.519 12.801 20.985 -0.609
O 10.439 13.153 21.313 0.173
O 12.638 12.724 21.701 0.070
H 14.421 12.900 20.754 0.104
H 14.255 11.362 21.612 0.140
H 12.755 10.607 19.546 0.127
H 13.565 12.011 18.880 0.084
C 14.145 17.236 20.237 -0.045
C 14.126 15.784 20.480 -0.134
O 15.477 15.342 20.807 -0.007
C 16.257 16.558 21.065 -0.472
O 17.327 16.568 21.488 0.200
O 15.519 17.679 20.726 0.035
H 13.321 17.710 20.808 0.148
H 14.197 17.555 19.220 0.090
H 13.809 15.228 19.597 0.117
H 13.504 15.483 21.314 0.134
C 14.772 10.328 15.150 -0.062
C 14.087 9.917 16.476 -0.101
O 12.981 10.800 16.640 0.030
C 13.057 11.760 15.690 -0.572
O 12.261 12.600 15.540 0.190
O 14.112 11.574 14.861 0.037
H 14.440 9.669 14.340 0.137
H 15.844 10.413 15.097 0.114
H 14.710 10.046 17.377 0.122
H 13.645 8.904 16.478 0.120
```

**Energy above the lowest of the compared OMol25 structures with the same formula, charge and spin**: 198.5 kJ/mol
**Total charge**: 0
**E_LUMO**: -0.0032 Ha
**HOMO energy**: -10.0 eV

DFT (the ωB97M-V functional and the def2-TZVPD basis) results for a cluster of 2 separate species, C6H8IO3S in total at a distorted geometry.

```
19
Properties=species:S:1:pos:R:3:lowdin_charge:R:1
C 1.337 1.735 0.330 0.030
C 0.276 2.284 -0.334 -0.362
C -0.321 -0.830 1.540 -0.179
C -1.549 -1.235 0.731 -0.123
C -0.259 -0.901 0.097 -0.286
C -0.400 1.722 -1.397 -0.673
O 0.207 -3.189 -0.987 -0.374
O 1.125 -1.180 -2.103 -0.382
O 2.072 -2.061 -0.029 -0.350
S 0.917 -1.912 -0.849 0.371
I -1.839 2.820 -2.372 0.771
H 1.647 2.203 1.211 0.034
H 1.567 0.693 0.162 0.047
H -0.195 3.214 -0.010 0.061
H -0.358 0.097 2.219 0.118
H 0.185 -1.576 2.125 0.090
H -1.920 -2.170 0.639 0.047
H -2.335 -0.365 0.660 0.131
H -0.157 0.651 -1.632 0.029
```

**Energy above the lowest of the compared OMol25 structures with the same formula, charge and spin**: 426.1 kJ/mol
**Total charge**: -1
**E_LUMO (spin up / spin down)**: 0.0897 / 0.0900 Ha
**HOMO energy (spin up / spin down)**: -4.6 / -4.7 eV

DFT (the ωB97M-V functional and the def2-TZVPD basis) results for the ion C10H22ClFN2O2P with charge +1 at a distorted geometry.

```
39
Properties=species:S:1:pos:R:3:lowdin_charge:R:1
C 5.803 -0.166 -0.648 -0.104
C 4.418 0.464 -0.476 -0.272
C 3.663 -0.109 0.723 -0.218
C 2.307 0.581 0.954 -0.197
C 1.126 -0.284 0.493 -0.191
C -0.136 0.560 0.339 -0.170
C -1.330 -0.219 -0.213 -0.505
O -0.963 -0.885 -1.403 0.048
C -1.905 -1.188 0.803 -0.097
N -2.851 -2.032 0.100 -0.092
F -3.302 -2.956 1.073 -0.022
C -4.034 -1.261 -0.222 -0.131
C -3.732 0.013 -1.027 -0.094
N -2.401 0.697 -0.774 -0.144
P -2.460 2.410 0.061 0.698
O -3.757 2.990 -0.667 -0.308
Cl -3.270 1.859 1.842 0.384
H 6.241 -0.376 0.328 0.071
H 6.478 0.497 -1.183 0.071
H 5.738 -1.112 -1.182 0.073
H 4.505 1.546 -0.370 0.106
H 3.836 0.271 -1.381 0.106
H 4.284 -0.030 1.614 0.112
H 3.491 -1.168 0.517 0.113
H 2.183 0.851 2.002 0.116
H 2.284 1.508 0.377 0.109
H 1.407 -0.748 -0.452 0.119
H 0.979 -1.085 1.220 0.120
H 0.096 1.363 -0.364 0.113
H -0.368 0.989 1.317 0.113
H -0.642 -1.767 -1.208 0.125
H -2.388 -0.677 1.637 0.101
H -1.097 -1.796 1.200 0.142
H -4.600 -1.012 0.679 0.127
H -4.681 -1.882 -0.838 0.139
H -3.786 -0.198 -2.090 0.140
H -4.530 0.713 -0.822 0.097
H -2.020 0.935 -1.693 0.150
H -4.585 2.703 -0.266 0.052
```

**Total charge**: +1
**E_LUMO**: -0.1216 Ha
**SMILES**: CCCCCC[C@@]1(O)CN(F)CC[N@H+]1P(O)Cl
**HOMO energy**: -13.5 eV

DFT (the ωB97M-V functional and the def2-TZVPD basis) results for a cluster of 2 separate species, C10H21N2O2 in total at a distorted geometry.

```
35
Properties=species:S:1:pos:R:3:lowdin_charge:R:1
C 0.167 -1.359 -1.553 -0.182
C 2.724 1.699 0.313 -0.131
C 3.656 0.529 0.624 -0.149
C 1.402 1.052 -0.218 -0.095
C 2.847 -0.638 0.149 -0.138
C -2.916 1.110 1.279 0.021
C -2.068 1.146 -1.160 -0.024
C -3.100 -0.952 -0.114 -0.055
C 0.417 -1.227 -0.079 -0.264
C -2.226 0.246 0.085 -0.687
N 0.203 -2.411 0.529 0.172
N 1.461 -0.285 0.436 -0.056
O 0.786 -0.978 -2.540 0.088
O -1.084 -0.182 0.739 -0.129
H -0.774 -2.064 -1.624 0.159
H 2.519 2.405 1.072 0.101
H 3.288 2.327 -0.419 0.135
H 4.705 0.721 0.200 0.159
H 3.787 0.490 1.703 0.116
H 0.481 1.667 0.122 0.148
H 1.110 0.910 -1.344 0.161
H 2.826 -0.756 -0.971 0.157
H 3.100 -1.645 0.567 0.156
H -3.767 0.477 1.690 0.103
H -2.155 1.400 1.972 0.067
H -3.306 1.943 0.727 0.067
H -1.420 0.636 -2.051 0.125
H -1.519 2.069 -1.035 0.070
H -2.948 1.415 -1.618 0.054
H -2.771 -1.499 -1.084 0.098
H -2.880 -1.625 0.734 0.094
H -4.159 -0.585 -0.102 0.104
H 0.003 -3.224 -0.091 0.152
H 0.328 -2.578 1.534 0.149
H 1.284 -0.233 1.528 0.255
```

**Energy above the lowest of the compared OMol25 structures with the same formula, charge and spin**: 394.0 kJ/mol
**Total charge**: +1
**E_LUMO (spin up / spin down)**: -0.1658 / -0.1658 Ha
**HOMO energy (spin up / spin down)**: -12.4 / -12.4 eV

- The lowest total charge belongs to which entry?
  C6H8IO3S

- Look up the total charge of the second one.
  -1